Formula: C14H16
Source: the OMol25 dataset
Level of theory: ωB97M-V/def2-TZVPD

ORCA input file:
```
! RIJCOSX wB97M-V def2-TZVPD def2/J DEFGRID3
* xyz 1 2
C -4.38005 -0.41417 0.71854
C -1.27190 1.84857 0.81926
C -0.50945 1.16109 1.72511
C -2.54322 1.37629 0.48904
C -3.06209 0.24907 1.06595
C -1.01031 -0.00450 2.32989
C -2.23701 -0.48775 1.96343
H -0.98143 2.81938 0.43447
H 0.52122 1.39871 1.92496
H -3.11041 2.01442 -0.17988
H -0.37684 -0.56533 3.00711
H -4.82411 0.03969 -0.14803
H -5.07193 -0.33054 1.55942
H -2.66029 -1.40687 2.34971
H -4.22125 -1.46847 0.50152
C 2.01810 0.50774 -3.17388
C 2.16486 -2.07679 -0.44452
C 2.67095 -1.28737 0.60336
C 2.02160 -1.50863 -1.67466
C 2.32432 -0.11716 -1.89224
C 3.04444 0.08003 0.40033
C 2.86325 0.65171 -0.81879
H 1.93136 -3.12295 -0.29660
H 2.66941 -1.61740 1.62888
H 1.80919 -2.12296 -2.53905
H 3.47200 0.58732 1.25199
H 2.23877 -0.07069 -4.07925
H 2.50569 1.46963 -3.29312
H 3.06468 1.70196 -0.94221
H 0.94043 0.69595 -3.29075
*
```

Calculated values
- E_tot (a.u.) = -542.7443
- HOMO (alpha / beta) (eV) = -11.54 / -11.52
- energy above the lowest of the compared OMol25 structures with the same formula, charge and spin (kcal/mol) = 5.8



Formula: C14H16
Source: the OMol25 dataset
Level of theory: ωB97M-V/def2-TZVPD

ORCA input file:
```
! RIJCOSX wB97M-V def2-TZVPD def2/J DEFGRID3
* xyz 1 2
C 0.28605 -0.77934 -4.11695
C -2.01327 -1.25402 -0.61617
C -2.18576 -0.09833 -1.34881
C -1.16687 -2.25483 -1.03070
C -1.38529 0.05252 -2.47142
C -0.46974 -2.08221 -2.21966
C -0.59115 -0.95828 -3.01828
H -2.75690 -1.42180 0.19547
H -2.95894 0.67034 -1.14845
H -0.81606 -3.07208 -0.37547
H -1.56349 0.99095 -3.07843
H 0.08705 -2.92777 -2.80505
H -0.25519 -0.54356 -5.10427
H 0.95654 -1.61822 -4.35607
H 0.95755 -0.00378 -4.00682
C 1.32471 -1.00451 1.49102
C -0.05454 0.61519 2.86516
C 1.00772 0.44807 2.04205
C -0.29788 1.85851 3.48913
C 1.95845 1.39801 1.86655
C 0.54021 2.90029 3.14886
C 1.74172 2.71347 2.40506
H -0.73175 -0.18696 3.09099
H -1.01487 2.12721 4.24418
H 2.30949 -1.16643 1.10581
H 0.48892 -1.16322 0.68220
H 2.89411 1.15590 1.18637
H 0.31095 3.97277 3.58561
H 2.39352 3.43100 2.18533
H 1.00471 -1.79891 2.11277
*
```

Calculated values
- E_tot (a.u.) = -542.6695
- HOMO (alpha / beta) (eV) = -12.94 / -11.53
- energy above the lowest of the compared OMol25 structures with the same formula, charge and spin (kcal/mol) = 52.7



Formula: C14H16AgF2N6O
Source: the OMol25 dataset
Level of theory: ωB97M-V/def2-TZVPD

ORCA input file:
```
! RIJCOSX wB97M-V def2-TZVPD def2/J DEFGRID3
* xyz -1 1
Ag -2.26406 0.35797 0.81739
N -1.15183 -4.10171 -0.48387
C -2.52349 -3.99861 -0.43669
C -2.78876 -2.70056 -0.12250
N -1.60684 -2.01014 0.02613
C -0.64591 -2.87676 -0.17564
C 0.79916 -2.64772 -0.05963
N 1.44653 -2.27850 1.01850
C 2.76637 -2.22058 0.64051
C 2.90670 -2.57844 -0.66884
N 1.64282 -2.88483 -1.10364
H -0.60940 -4.94226 -0.57096
H -3.16599 -4.84059 -0.62350
H -3.71606 -2.19072 0.08930
H 3.53597 -1.93836 1.34014
H 3.76248 -2.62838 -1.31843
H 1.33385 -2.86961 -2.07057
N 1.77907 0.09726 -3.31072
C 0.65077 -0.60799 -2.92198
N -0.10500 0.00085 -1.98687
O 0.41735 -1.71802 -3.39753
H 1.76010 1.09837 -3.20701
H 2.16683 -0.23202 -4.17845
H 0.26484 0.76659 -1.44703
H -0.85788 -0.48380 -1.51351
F 1.61558 5.05609 3.93514
C 0.87053 4.37828 3.00890
C -0.49405 4.26574 3.18980
C -1.24138 3.57421 2.25106
C -0.66374 2.99097 1.10946
C -1.47320 2.25758 0.11950
C 0.72370 3.14383 0.97975
C 1.49491 3.82164 1.91663
H -0.95642 4.70565 4.06457
H -2.30781 3.45536 2.40460
H -0.92928 2.16486 -0.82411
H -2.40662 2.78737 -0.08755
H 1.21934 2.71915 0.11165
H 2.56669 3.92320 1.79948
F -3.81586 -0.81540 1.68652
*
```

Calculated values
- E_tot (a.u.) = -1293.6687
- HOMO (eV) = -3.57
- energy above the lowest of the compared OMol25 structures with the same formula, charge and spin (kcal/mol) = 31.1



Formula: C14H16BrF6N2O6
Source: the OMol25 dataset
Level of theory: ωB97M-V/def2-TZVPD

ORCA input file:
```
! RIJCOSX wB97M-V def2-TZVPD def2/J DEFGRID3
* xyz 1 1
O -1.81598 -0.67725 -2.58645
C -2.05370 -1.98178 -2.75352
Br -2.78879 -3.13390 -1.27737
C -1.71701 -2.75399 -4.18178
C -0.42367 -3.71164 -3.90488
C -0.44209 -5.27604 -3.54225
N 0.75782 -6.06470 -3.27320
N 2.06488 -5.74411 -3.29673
C 2.19884 -4.33106 -3.64046
C 1.11686 -3.19906 -3.93875
O 1.52660 -1.81364 -4.22179
H -1.46230 -1.92121 -4.99875
H -2.63655 -3.40439 -4.50789
H -1.50302 -5.80651 -3.49107
H 0.59139 -7.08536 -3.00922
H 3.33649 -3.96704 -3.70594
H 2.10538 -1.76262 -5.03953
C -1.24214 0.12596 0.31459
C -1.76398 -0.72688 1.45642
O -1.64951 -0.02569 2.70388
C -2.64062 0.88239 2.97877
O -3.58387 1.11364 2.22783
C -2.42259 1.51584 4.35195
F -1.12916 1.89574 4.55941
F -2.73426 0.66057 5.36766
F -3.18001 2.63256 4.54975
H -0.21843 0.45619 0.51780
H -1.25335 -0.43538 -0.62416
H -1.84769 1.02801 0.18600
H -1.15513 -1.63293 1.54441
H -2.79686 -1.04906 1.28214
C 0.46212 5.24012 2.71283
C 0.89005 3.80513 2.96009
O 1.77924 3.35779 1.92560
C 3.09275 3.73239 2.05531
O 3.52170 4.41215 2.98322
C 3.93184 3.14994 0.91905
F 3.34128 3.29451 -0.30188
F 4.15382 1.81352 1.07713
F 5.16186 3.72951 0.81402
H 0.02917 5.34556 1.71294
H -0.27740 5.55658 3.45407
H 1.31639 5.92174 2.76300
H 0.01230 3.15095 2.92916
H 1.34731 3.68340 3.94858
*
```

Calculated values
- E_tot (a.u.) = -4276.7547
- HOMO (eV) = -12.84



Formula: C14H16ClN3O5S
Source: the OMol25 dataset
Level of theory: ωB97M-V/def2-TZVPD

ORCA input file:
```
! RIJCOSX wB97M-V def2-TZVPD def2/J DEFGRID3
* xyz 0 1
C 5.56080 0.90180 -1.66366
C 5.55834 -0.14886 -0.56307
O 4.23658 -0.63253 -0.30882
C 3.46471 0.10040 0.49959
O 3.82827 1.09859 1.06030
C 2.07344 -0.50128 0.59124
C 1.32346 -0.20233 -0.71488
C -0.09655 -0.76045 -0.63038
N -0.79276 -0.24698 0.52550
S -1.63649 1.15057 0.32433
O -1.25412 1.82145 -0.88336
O -1.67771 1.88189 1.55341
C -3.31323 0.52266 0.04268
C -4.32842 1.41915 -0.14944
Cl -3.95318 3.08098 -0.12685
C -5.68301 1.02762 -0.36514
C -6.04641 -0.28201 -0.39114
C -5.03011 -1.24157 -0.19835
N -5.05834 -2.55842 -0.17159
O -3.81214 -2.95330 0.04362
N -2.94709 -1.94686 0.16233
C -3.65291 -0.84021 0.02003
C -0.12640 -0.47633 1.78647
C 1.29811 0.07570 1.77482
H 4.99062 1.77144 -1.34673
H 5.11669 0.49893 -2.57077
H 6.58165 1.20780 -1.87311
H 5.96446 0.27108 0.36272
H 6.13109 -1.03083 -0.85642
H 2.17882 -1.58637 0.69508
H 1.26158 0.87773 -0.86328
H 1.84962 -0.64580 -1.56104
H -0.08461 -1.85202 -0.55673
H -0.66977 -0.46779 -1.50971
H -6.41088 1.81021 -0.50588
H -7.06305 -0.60043 -0.55081
H -0.12348 -1.55577 1.96954
H -0.71977 0.01777 2.55483
H 1.80028 -0.16819 2.71169
H 1.26192 1.16255 1.68298
*
```

Calculated values
- E_tot (a.u.) = -1941.8501
- HOMO (eV) = -9.58
- SMILES string = CCOC(=O)C1CCN(S(=O)(=O)c2c(Cl)ccc3nonc23)CC1



Formula: C14H16F9FeN3O2S3
Source: the OMol25 dataset
Level of theory: ωB97M-V/def2-TZVPD

ORCA input file:
```
! RIJCOSX wB97M-V def2-TZVPD def2/J DEFGRID3
* xyz -1 2
Fe -0.04739 1.02928 0.13177
S 2.96540 -0.75715 2.96454
C 1.95990 0.02861 1.88865
S 0.36600 0.53835 2.30525
S 2.30377 0.38886 0.25485
N -1.47116 1.85478 -3.70223
C -1.22289 1.54426 -2.40084
O -0.18321 0.97951 -2.07642
C -2.25563 1.88715 -1.37434
C -1.99941 1.06227 -0.12796
H -0.69134 1.80384 -4.33568
H -2.20361 2.50862 -3.91207
H -3.25938 1.77819 -1.80493
H -2.11782 2.94367 -1.14597
H -2.29631 0.02376 -0.26029
H -2.49255 1.50134 0.74162
F -0.61167 3.78904 2.46768
C -0.73775 4.52872 1.36600
F -1.98615 4.33107 0.90000
F -0.66131 5.82336 1.73095
C 0.32059 4.10158 0.28461
O 0.08808 2.86823 -0.13868
C 1.75644 4.24127 0.91170
F 2.69140 4.02797 -0.02255
F 1.93028 3.35140 1.87988
F 1.99235 5.46568 1.43774
C 0.21646 5.08109 -0.93532
F 0.53770 6.35167 -0.64422
F 1.01113 4.68177 -1.93348
F -1.03999 5.10012 -1.43068
N -0.17032 -1.06058 -0.14984
C 0.14203 -2.16002 -0.02054
N 0.58732 -3.38947 0.13715
C 0.95571 -3.87733 1.46880
C 0.14741 -5.12692 1.78966
C 0.32021 -6.16841 0.68118
C -0.09378 -5.58524 -0.67258
C 0.71118 -4.32608 -0.97216
H 0.79272 -3.07745 2.18847
H 2.02597 -4.10794 1.46896
H -0.90898 -4.85480 1.87354
H 0.46871 -5.52800 2.75300
H -0.26493 -7.06294 0.90353
H 1.37284 -6.47010 0.63325
H -1.15749 -5.33100 -0.65048
H 0.06248 -6.31281 -1.47260
H 0.37771 -3.83519 -1.88373
H 1.76929 -4.58405 -1.09521
*
```

Calculated values
- E_tot (a.u.) = -4215.0297
- HOMO (alpha / beta) (eV) = -3.94 / -3.97
- energy above the lowest of the compared OMol25 structures with the same formula, charge and spin (kcal/mol) = 0.0



Formula: C14H16N2O3S
Source: the OMol25 dataset
Level of theory: ωB97M-V/def2-TZVPD

ORCA input file:
```
! RIJCOSX wB97M-V def2-TZVPD def2/J DEFGRID3
* xyz 0 1
C -2.17701 -2.18957 -4.73882
C -3.04179 -1.07995 -4.15374
C -3.80200 -1.54871 -2.91207
O -2.93980 -1.97589 -1.87232
C -2.09462 -1.12733 -1.23760
C -1.02667 -1.75809 -0.59721
C -0.08643 -1.06257 0.12633
C -0.17607 0.32541 0.23411
C 0.76022 1.14247 0.95813
C 1.86825 0.81636 1.64611
S 2.60005 -0.74313 1.92303
C 3.87446 0.08565 2.87073
N 4.84093 -0.65359 3.40890
N 3.77537 1.35398 2.97203
C 2.68759 1.88290 2.32552
O 2.39539 3.05265 2.28695
C -1.25086 0.96513 -0.39792
C -2.21074 0.27557 -1.11583
O -3.28269 0.89086 -1.71194
C -3.38252 2.29256 -1.64870
H -1.47035 -2.54830 -3.99411
H -2.79507 -3.02634 -5.05679
H -1.61901 -1.82504 -5.59789
H -3.77225 -0.74333 -4.89135
H -2.41472 -0.22760 -3.88726
H -4.48099 -0.76653 -2.56325
H -4.38185 -2.44596 -3.14825
H -0.96538 -2.83103 -0.69107
H 0.71989 -1.59776 0.60115
H 0.55378 2.20854 0.96073
H 4.85197 -1.65023 3.28734
H 5.56089 -0.19914 3.94364
H -1.32445 2.03658 -0.29984
H -2.51863 2.78081 -2.11068
H -3.49433 2.64318 -0.61804
H -4.28036 2.54330 -2.21197
*
```

Calculated values
- E_tot (a.u.) = -1276.4934
- HOMO (eV) = -7.82
- SMILES string = CCCOc1ccc(/C=C2\SC(N)=NC2=O)cc1OC
- energy above the lowest of the compared OMol25 structures with the same formula, charge and spin (kcal/mol) = 51.8



Formula: C14H16N2O3S
Source: the OMol25 dataset
Level of theory: ωB97M-V/def2-TZVPD

ORCA input file:
```
! RIJCOSX wB97M-V def2-TZVPD def2/J DEFGRID3
* xyz 0 1
O -1.84415 2.44968 1.57412
C -1.38020 1.89858 0.60337
C -0.49826 0.65463 0.57836
C -0.56091 0.16692 -0.85657
C -1.22654 -1.17089 -1.16373
C -2.31558 -1.61311 -0.17014
S -3.92649 -1.90980 -1.00016
C -4.46283 -0.24633 -1.11585
N -4.05285 0.48728 -2.06181
N -4.62835 1.73658 -1.85911
C -5.31744 1.64075 -0.83594
O -5.27987 0.41102 -0.28815
C -1.01431 1.41297 -1.61420
O -1.58449 2.30172 -0.65460
H -0.77352 -0.09564 1.30369
H 0.50105 0.95878 0.87746
H 0.47460 0.04452 -1.16076
H -0.44781 -1.92237 -1.17354
H -1.65712 -1.17983 -2.15418
H -2.05695 -2.51075 0.36315
H -2.53046 -0.85916 0.56895
H -5.88348 2.42457 -0.38860
H -0.19541 1.97169 -2.05867
H -1.67538 1.17622 -2.43883
C 5.52010 -0.09065 1.73821
C 4.48373 -0.39053 2.61102
C 3.32617 -0.98891 2.13419
C 3.20469 -1.28437 0.78352
C 4.23789 -0.97778 -0.09082
C 5.39643 -0.38219 0.38698
H 6.42486 0.37125 2.11120
H 4.57825 -0.15794 3.66366
H 2.51862 -1.22506 2.81542
H 2.30209 -1.75367 0.41120
H 4.14056 -1.20360 -1.14501
H 6.20336 -0.14461 -0.29384
*
```

Calculated values
- E_tot (a.u.) = -1276.4546
- HOMO (eV) = -9.64
- SMILES string = O=C1C[C@@H](CCSc2nnco2)CO1.c1ccccc1
- energy above the lowest of the compared OMol25 structures with the same formula, charge and spin (kcal/mol) = 76.1